{
  "formula": "C20H14F10HgIN5",
  "method": "wB97M-V/def2-TZVPD",
  "elements": ["Hg", "C", "N", "C", "C", "N", "C", "C", "F", "C", "F", "C", "F", "C", "F", "C", "F", "C", "C", "N", "C", "C", "F", "C", "F", "C", "F", "C", "F", "C", "F", "H", "H", "H", "H", "H", "H", "H", "H", "H", "H", "H", "I", "C", "C", "N", "N", "C", "H", "H", "H"],
  "positions_angstrom": [[-0.535, -1.753, -0.069], [-2.339, 3.056, -0.570], [-2.098, 1.636, -0.448], [-2.308, 1.160, 0.913], [-1.118, 1.436, 1.828], [0.038, 0.724, 1.347], [1.203, 0.854, 1.955], [1.542, 1.573, 3.145], [0.572, 2.215, 3.858], [2.822, 1.661, 3.655], [3.037, 2.363, 4.787], [3.892, 1.043, 3.044], [5.149, 1.134, 3.549], [3.632, 0.329, 1.885], [4.657, -0.269, 1.244], [2.362, 0.238, 1.377], [2.212, -0.441, 0.213], [-2.740, 0.870, -1.487], [-1.963, 0.955, -2.806], [-0.884, -0.007, -2.825], [0.383, 0.323, -3.017], [1.006, 1.610, -3.080], [0.296, 2.733, -2.968], [2.362, 1.769, -3.221], [2.887, 2.996, -3.259], [3.203, 0.670, -3.320], [4.510, 0.841, -3.457], [2.660, -0.607, -3.289], [3.463, -1.663, -3.415], [1.307, -0.770, -3.146], [0.835, -2.004, -3.157], [-1.796, 3.591, 0.208], [-3.415, 3.303, -0.473], [-1.992, 3.435, -1.533], [-2.477, 0.082, 0.890], [-3.205, 1.631, 1.355], [-1.418, 1.145, 2.844], [-0.952, 2.526, 1.858], [-3.782, 1.199, -1.672], [-2.768, -0.179, -1.191], [-1.666, 1.984, -2.978], [-2.642, 0.665, -3.615], [-2.709, -4.100, 4.266], [-1.824, -4.677, 2.492], [-2.465, -4.906, 1.303], [-1.495, -5.236, 0.426], [-0.269, -5.215, 0.959], [-0.455, -4.876, 2.223], [-3.508, -4.874, 1.037], [-1.592, -5.393, -0.559], [0.384, -4.780, 2.893]],
  "lowdin_charge": [0.559, -0.095, -0.217, -0.240, -0.281, -0.043, -0.246, -0.142, 0.037, -0.178, 0.080, -0.180, 0.058, -0.177, 0.082, -0.175, -0.028, -0.226, -0.204, 0.118, -0.177, -0.115, 0.104, -0.145, 0.120, -0.133, 0.139, -0.150, 0.126, -0.178, 0.078, 0.077, 0.084, 0.069, 0.050, 0.111, 0.108, 0.099, 0.114, 0.061, 0.084, 0.118, 0.794, -0.805, -0.201, -0.059, 0.018, -0.246, 0.109, 0.141, 0.100],
  "e_above_lowest_kj_mol": 18.01,
  "s_squared": 0.799,
  "homo_lumo_gap_ev": [5.44, 4.06],
  "spin_multiplicity": 2,
  "lumo_ev": [2.19, 0.81],
  "energy_ha": -2493.98775,
  "charge": -1
}

***

{
  "formula": "C20H14N4O2S2V",
  "method": "wB97M-V/def2-TZVPD",
  "elements": ["V", "C", "C", "O", "C", "C", "C", "N", "N", "C", "O", "C", "C", "C", "C", "C", "C", "H", "H", "H", "H", "H", "H", "H", "H", "H", "H", "H", "H", "S", "C", "C", "C", "C", "N", "C", "C", "C", "S", "C", "N", "H", "H"],
  "positions_angstrom": [[-0.070, 0.383, -0.088], [-1.384, -3.053, 2.026], [-1.299, -2.017, 0.912], [-0.369, -1.135, 1.041], [-2.234, -1.986, -0.095], [-2.118, -0.975, -1.106], [-3.348, -0.254, -1.599], [-0.963, -0.718, -1.689], [-0.071, -1.721, -1.867], [1.168, -1.457, -1.546], [1.512, -0.399, -0.894], [2.172, -2.441, -1.960], [1.846, -3.474, -2.851], [2.774, -4.437, -3.181], [4.053, -4.401, -2.640], [4.392, -3.370, -1.772], [3.469, -2.402, -1.437], [-1.583, -2.559, 2.980], [-0.434, -3.584, 2.112], [-2.179, -3.769, 1.825], [-3.111, -2.621, -0.056], [-4.182, -0.956, -1.655], [-3.150, 0.169, -2.583], [-3.627, 0.565, -0.934], [0.848, -3.487, -3.263], [2.505, -5.228, -3.871], [4.774, -5.170, -2.891], [5.391, -3.334, -1.355], [3.724, -1.600, -0.759], [1.254, 1.793, 1.216], [0.269, 3.171, 1.574], [0.739, 4.178, 2.403], [-0.033, 5.297, 2.723], [0.452, 6.302, 3.558], [0.836, 7.154, 4.241], [-1.347, 5.412, 2.176], [-1.808, 4.403, 1.320], [-1.039, 3.295, 1.021], [-1.663, 2.055, -0.020], [-2.184, 6.474, 2.507], [-2.919, 7.329, 2.777], [1.732, 4.080, 2.818], [-2.796, 4.488, 0.883]],
  "lowdin_charge": [0.396, -0.044, -0.473, -0.186, -0.054, -0.418, -0.095, -0.103, 0.052, -0.489, -0.203, -0.130, -0.041, -0.121, -0.135, -0.118, -0.029, 0.069, 0.069, 0.057, 0.082, 0.061, 0.067, 0.011, 0.097, 0.086, 0.080, 0.087, 0.112, 0.636, -0.697, -0.081, -0.218, -0.228, 0.124, -0.218, -0.080, -0.680, 0.665, -0.232, 0.122, 0.101, 0.104],
  "e_above_lowest_kj_mol": 84.54,
  "s_squared": 0.817,
  "homo_lumo_gap_ev": [5.32, 4.28],
  "spin_multiplicity": 2,
  "lumo_ev": [4.71, 4.71],
  "energy_ha": -2880.51806,
  "charge": -2
}

***

- The lowest charge belongs to which entry?
  C20H14N4O2S2V